The following is a DFT calculation (ωB97M-V with the def2-TZVPD basis set) of 14 unconnected molecules or ions with the total composition C39H100N12O20 at a distorted geometry.

Calculated values
Orbital gap   0.755 eV
Net charge   +4

Last column: Löwdin charge in e.
Cartesian coordinates (Å):
C -5.01248 -4.12433 -2.07848  -0.046
C -4.77695 -3.71570 -0.67753  -0.223
N -5.79396 -2.88143 0.00610  -0.239
C -7.07203 -3.56637 0.25720  0.022
C -5.04308 -2.46702 1.25645  -0.163
C -5.09618 -3.52370 2.31723  -0.047
C -6.08925 -1.57795 -0.77404  -0.059
C -7.23268 -0.82727 -0.24870  -0.250
O -7.35047 -0.64511 1.13734  -0.194
C -8.37926 0.32523 1.43527  -0.031
H -6.02412 -4.48573 -2.24466  0.088
H -4.25952 -4.90544 -2.36459  0.111
H -4.91565 -3.25661 -2.73816  0.082
H -3.85538 -3.13057 -0.59566  0.118
H -4.71851 -4.60848 -0.09460  0.109
H -7.64765 -3.46126 -0.67845  0.125
H -7.63221 -2.94685 0.90340  0.089
H -6.98743 -4.59267 0.66822  0.136
H -5.46841 -1.58199 1.63356  0.096
H -4.02547 -2.19589 0.93057  0.126
H -4.41736 -3.24684 3.08720  0.067
H -4.77601 -4.57527 2.03349  0.106
H -6.06438 -3.63630 2.77163  0.086
H -6.24366 -1.69820 -1.84436  0.145
H -5.13279 -1.04244 -0.65486  0.135
H -8.20920 -1.24611 -0.54433  0.140
H -7.17321 0.13896 -0.74674  0.141
H -8.84088 0.62911 0.50068  0.089
H -8.01726 1.21493 1.93294  0.081
H -9.17269 -0.10384 2.00152  0.089
C 2.00106 -1.24738 3.09200  -0.039
C 1.56999 -2.08583 4.34639  -0.110
N 1.11570 -3.51867 3.97589  -0.276
C 0.37606 -4.02729 5.15465  0.014
C 0.20257 -3.58885 2.78900  -0.199
C -1.05003 -2.80145 2.91186  -0.043
C 2.38018 -4.29448 3.62283  -0.083
C 2.23960 -5.75639 3.44208  -0.243
O 1.31980 -6.33120 4.31809  -0.219
C 1.51733 -7.73746 4.39600  -0.042
H 2.11537 -0.18651 3.44702  0.110
H 1.24331 -1.20525 2.33490  0.058
H 2.93612 -1.51961 2.61351  0.074
H 0.67087 -1.62261 4.80684  0.128
H 2.31933 -2.27295 5.13128  0.139
H -0.23829 -3.17970 5.40945  0.094
H 1.03472 -4.26950 6.00527  0.137
H -0.23292 -4.86308 4.78257  0.119
H 0.06720 -4.64316 2.63178  0.098
H 0.76724 -3.27016 1.93921  0.123
H -1.76474 -3.25083 3.61423  0.094
H -1.49840 -2.88088 1.92650  0.071
H -0.88801 -1.76607 3.15610  0.085
H 2.88321 -4.18211 4.53369  0.116
H 2.84157 -3.80348 2.75437  0.148
H 3.28783 -6.18189 3.59625  0.159
H 1.96068 -6.04305 2.37046  0.149
H 0.60751 -8.13272 4.83267  0.105
H 2.38925 -7.93997 5.04632  0.115
H 1.61428 -8.07508 3.42093  0.067
C -4.15237 3.94996 -0.49015  -0.048
C -4.92107 5.08613 0.11792  -0.167
N -4.99778 5.07987 1.59934  -0.272
C -5.79095 6.26463 2.07021  0.035
C -5.74476 3.86282 2.00007  -0.175
C -5.71813 3.40232 3.48908  -0.040
C -3.68121 5.17221 2.32093  -0.062
C -2.72830 6.19258 1.68873  -0.182
O -3.30427 7.48329 1.60807  -0.240
C -2.55729 8.46267 0.93808  -0.087
H -4.28586 3.96305 -1.55809  0.088
H -4.55043 3.04667 -0.06613  0.043
H -3.04548 3.91060 -0.33404  0.095
H -5.94368 5.00504 -0.24336  0.138
H -4.63100 6.05430 -0.24132  0.132
H -5.15233 7.12721 1.95386  0.089
H -6.07347 6.16342 3.14553  0.128
H -6.67203 6.32774 1.41677  0.120
H -5.24836 3.01572 1.43719  0.088
H -6.82195 3.93110 1.70320  0.149
H -4.90018 2.72440 3.68905  0.073
H -6.60133 2.85686 3.67323  0.057
H -5.83603 4.23129 4.20874  0.087
H -3.19996 4.21533 2.17682  0.109
H -3.76631 5.41222 3.41293  0.167
H -2.32942 5.94993 0.70744  0.111
H -1.82759 6.30210 2.37255  0.159
H -2.24841 8.07871 -0.06730  0.091
H -1.68582 8.79919 1.49319  0.094
H -3.12632 9.36501 0.70215  0.101
C -1.79624 3.58535 -6.28935  0.040
C -1.46126 2.16917 -6.02817  -0.351
O -1.18594 1.28766 -6.75181  0.190
N -0.89477 1.82501 -4.58509  0.070
H -1.28791 2.45647 -3.88171  0.098
H -1.19518 0.81597 -4.37659  0.169
C 0.62866 1.85201 -4.43521  0.028
H -2.77835 3.85558 -5.90040  0.111
H -1.90020 3.81101 -7.34111  0.109
H -1.07187 4.14085 -5.74392  0.054
H 0.87287 1.34481 -3.50186  0.089
H 0.96531 2.84836 -4.55981  0.078
H 0.94146 1.17260 -5.21330  0.101
C 12.91672 -4.95207 3.45242  0.051
C 11.83246 -4.35791 2.61018  -0.363
O 11.25277 -3.35368 2.55929  0.220
N 11.07928 -5.54566 1.79459  0.073
H 10.41249 -6.03867 2.39896  0.180
H 10.53580 -4.98909 1.17245  0.137
C 12.12207 -6.38684 0.97267  0.058
H 13.05083 -4.30524 4.27009  0.095
H 13.83941 -4.87659 2.81871  0.137
H 12.64310 -6.02321 3.54952  0.108
H 11.54382 -6.97430 0.22954  0.120
H 12.49944 -7.00827 1.75168  0.078
H 12.80370 -5.66885 0.55901  0.104
C -0.79772 8.22884 -4.86343  0.039
C -0.06478 8.76444 -3.60938  -0.393
O -0.22162 9.79274 -3.10290  0.217
N 1.20153 7.99440 -3.30163  0.064
H 0.96031 6.99933 -3.00064  0.141
H 1.65578 7.72198 -4.18954  0.176
C 2.39204 8.56836 -2.56664  0.032
H -0.44044 7.20281 -5.14380  0.077
H -0.63029 8.91789 -5.68466  0.102
H -1.84088 8.27998 -4.55035  0.101
H 3.09030 7.74599 -2.43552  0.107
H 2.12880 9.03857 -1.60992  0.114
H 2.78003 9.34378 -3.16296  0.089
C 11.31604 2.25326 -1.18654  0.017
C 11.42624 1.67162 0.13250  -0.392
O 11.62226 0.52705 0.46910  0.082
N 11.63054 2.71651 1.38879  0.032
H 11.89639 3.65301 1.38025  0.108
H -1.51534 -0.02741 -0.45863  0.087
C 11.17200 2.27193 2.50577  -0.067
H 11.95641 2.50711 -2.02941  0.124
H 10.79785 3.09539 -1.00639  0.046
H 10.61387 1.47088 -1.36500  0.100
H 11.18237 3.13672 3.72638  0.201
H 10.47911 1.30695 2.76264  0.112
H -4.38728 12.43383 4.97234  -0.351
C 4.26808 -4.75669 -5.55852  -0.024
C 2.95055 -4.31383 -6.06388  -0.588
O 2.72491 -3.13112 -5.95229  0.028
N 2.10245 -5.24830 -6.62373  0.031
H -2.10875 -7.49613 -0.65732  0.151
H 1.20696 -4.96745 -6.99758  0.129
C 2.33817 -6.75184 -6.48820  -0.047
H 4.27316 -4.52863 -4.49315  0.084
H 5.07444 -4.11228 -5.99565  0.107
H 4.59186 -5.78203 -5.77862  0.064
H 3.34444 -7.01980 -6.72378  0.058
H 1.66172 -7.18417 -7.21238  0.078
H 2.05830 -7.09808 -5.48639  0.081
N -0.37143 4.78536 -2.68931  -0.542
O 0.24392 5.37689 -1.73774  -0.033
O -1.10498 3.77659 -2.52753  -0.050
O -0.23477 5.14224 -3.88050  -0.076
N -3.42662 1.19985 1.17644  -0.629
O -3.11479 0.65291 0.09842  -0.069
O -2.72261 1.98414 1.78616  0.010
O -4.55663 0.96982 1.55110  -0.016
N -1.46132 -5.87528 0.32210  -0.395
O -2.28475 -6.55404 -0.52896  0.124
O -1.58637 -4.66461 0.07515  0.077
O -1.00004 -6.44011 1.30913  0.107
N -1.14471 -0.81695 -2.14106  -0.511
O -2.19499 -1.29533 -2.39391  0.124
O -0.28026 -0.64538 -2.97009  0.075
O -0.83614 -0.52978 -0.93354  0.144